{
  "formula": "C10H11F6N2O2S",
  "method": "ωB97M-V/def2-TZVPD",
  "symbols": ["C", "C", "C", "F", "N", "S", "O", "O", "C", "F", "F", "C", "F", "F", "F", "H", "H", "H", "H", "H", "H", "N", "C", "C", "C", "C", "C", "H", "H", "H", "H", "H"],
  "xyz": [[5.5292, 1.4179, 1.3242], [4.9361, 0.4029, 0.1667], [3.4246, -0.1694, 0.5079], [3.1166, 0.1048, 1.9302], [2.3572, 0.2553, -0.4755], [1.6668, 1.8103, -0.0851], [0.8850, 2.2733, -1.3761], [2.6913, 2.9315, 0.2098], [0.4080, 1.7899, 1.3061], [-0.4860, 2.9851, 1.0690], [0.9758, 1.9810, 2.6643], [-0.6244, 0.4786, 1.2127], [-1.3835, 0.6888, -0.0724], [0.0789, -0.8243, 1.2399], [-1.6399, 0.6051, 2.3230], [6.5571, 1.8343, 0.9230], [4.8545, 2.3476, 1.5484], [5.7007, 0.8803, 2.3750], [5.6756, -0.5340, 0.1554], [5.0094, 0.8523, -0.9353], [3.5061, -1.3566, 0.4124], [-4.9454, -3.3040, -0.7295], [-5.9112, -2.8787, -1.5732], [-5.8644, -1.6719, -2.2525], [-4.7626, -0.8468, -2.0532], [-3.7524, -1.2563, -1.1889], [-3.8872, -2.4823, -0.5576], [-6.7518, -3.5561, -1.6928], [-6.6677, -1.3821, -2.9203], [-4.6914, 0.1073, -2.5673], [-2.8812, -0.6360, -1.0118], [-3.1239, -2.8479, 0.1235]],
  "forces_ev_per_a": [[0.3, 0.3, 0.0], [0.8, -0.3, 0.6], [0.5, -0.7, -1.1], [0.4, -0.4, -2.1], [-0.7, 2.7, 3.5], [4.0, 2.4, -6.9], [1.5, -2.3, 4.9], [-3.0, -3.5, 0.7], [-2.1, 1.9, 2.2], [2.5, -3.5, 1.0], [-1.9, -0.9, -4.2], [-1.1, 0.2, -0.2], [2.5, -1.4, 4.4], [-3.2, 4.6, 0.0], [3.3, -1.0, -3.7], [-1.9, -0.9, 0.9], [1.0, -1.9, -0.7], [-0.3, 1.0, -2.5], [-1.6, 1.9, 0.1], [-0.5, -0.7, 2.6], [-0.4, 2.5, 0.3], [0.0, 0.8, -0.5], [0.6, -0.3, 0.6], [0.2, 0.1, 0.1], [0.0, 0.0, 0.0], [-0.1, 0.2, -0.2], [-0.7, -0.6, 0.0], [0.0, 0.1, 0.0], [0.0, 0.0, 0.1], [0.0, -0.1, 0.1], [-0.1, -0.1, 0.0], [0.0, 0.1, -0.1]],
  "lowdin_charge": [-0.16, -0.20, -0.39, -0.13, -0.18, 0.73, -0.42, -0.40, -0.25, -0.04, -0.01, -0.15, 0.00, 0.04, 0.00, 0.07, 0.06, 0.08, 0.10, 0.12, 0.13, 0.04, -0.17, -0.09, -0.08, -0.06, -0.14, 0.09, 0.09, 0.11, 0.08, 0.10],
  "total_charge": -1,
  "total_energy_ha": -1644.8756,
  "lumo_ev": 2.766,
  "gap_ev": 8.00
}